{"formula": "C4H6N2", "method": "wB97M-V/def2-TZVPD", "molar_mass_da": 82.11, "energy_ha": -265.368743, "de_lowest_kj_mol": 438.0, "spin_multiplicity": 1, "homo_lumo_gap_ha": 0.35436, "largest_force_ev_per_a": 1.09, "homo_ha": -0.328, "species": ["N", "C", "C", "C", "C", "N", "H", "H", "H", "H", "H", "H"], "coordinates": [[3.34458, 0.02571, -0.03795], [2.20881, -0.09876, 0.13965], [0.76276, -0.23353, 0.34903], [-0.14496, 1.00236, 0.10118], [-0.91019, 0.13527, -0.93146], [0.00023, -0.81872, -0.74153], [0.56206, -0.72993, 1.30245], [-0.69699, 1.37573, 0.96898], [0.35703, 1.83666, -0.39570], [-2.63710, -0.27282, -0.16702], [-2.87056, -0.45653, 0.52288], [0.02434, -1.76544, -1.11052]], "forces_ev_per_angstrom": [[-1.071, -0.126, 0.173], [0.919, 0.096, -0.147], [0.037, -0.030, 0.182], [-0.076, 0.266, -0.005], [0.720, 0.026, -0.325], [-0.308, -0.148, -0.076], [0.158, 0.061, -0.032], [0.036, -0.138, -0.234], [0.007, -0.129, 0.112], [-0.231, -0.066, 0.165], [-0.252, -0.068, 0.219], [0.060, 0.255, -0.032]], "lowdin_charge": [0.153, -0.162, -0.300, -0.145, -0.082, -0.001, 0.147, 0.102, 0.110, -0.015, 0.050, 0.144]}

=====

{"formula": "CH8O2S2", "method": "wB97M-V/def2-TZVPD", "molar_mass_da": 116.21, "energy_ha": -989.738850, "de_lowest_kj_mol": 33.6, "smiles": "CSS.O.O", "spin_multiplicity": 1, "homo_lumo_gap_ha": 0.36510, "largest_force_ev_per_a": 2.11, "homo_ha": -0.343, "species": ["C", "S", "S", "H", "H", "H", "H", "H", "H", "O", "H", "H", "O"], "coordinates": [[-0.21409, -0.47991, 1.99888], [1.00789, -0.17724, 0.65143], [0.59094, 1.70187, -0.01605], [0.07076, 0.02611, 2.87827], [-0.11909, -1.52643, 2.14336], [-1.21236, -0.21590, 1.78177], [-0.43626, 1.53956, -1.03221], [-1.76252, -0.98558, -1.43064], [-3.12186, -0.25220, -1.27234], [-2.18481, -0.26677, -0.95449], [0.02151, -1.38877, -0.96514], [0.60078, -1.63357, -2.38185], [-0.10740, -1.86797, -1.78059]], "forces_ev_per_angstrom": [[1.168, 0.141, -0.899], [-0.814, 0.177, 0.386], [-1.148, 0.312, -1.310], [0.560, 0.615, 1.004], [-0.114, -1.078, 0.305], [-1.000, 0.214, -0.814], [1.378, -0.249, 1.576], [0.177, -0.299, -0.428], [1.286, -0.030, 0.450], [-1.627, 0.446, -0.118], [0.693, 0.412, 0.539], [0.127, 0.176, 0.092], [-0.686, -0.837, -0.783]], "lowdin_charge": [-0.406, 0.385, 0.268, 0.013, 0.018, 0.018, -0.124, -0.011, 0.067, -0.100, -0.093, 0.052, -0.086]}